i) {"formula": "C37H33CsN5O3S2", "method": "ωB97M-V/def2-TZVPD", "elements": ["Cs", "C", "O", "C", "C", "C", "C", "C", "C", "N", "N", "C", "C", "O", "C", "C", "C", "C", "C", "C", "C", "C", "H", "H", "H", "H", "H", "H", "H", "H", "H", "H", "H", "H", "H", "S", "C", "C", "C", "C", "C", "C", "C", "C", "C", "N", "H", "H", "H", "H", "H", "H", "C", "C", "C", "N", "C", "S", "N", "C", "O", "C", "C", "C", "C", "C", "C", "H", "H", "H", "H", "H", "H", "H", "H", "H", "H", "H", "H", "H", "H"], "xyz": [[1.066, 0.595, 0.956], [-1.482, 3.486, 0.220], [-0.983, 2.494, -0.662], [-1.618, 2.329, -1.856], [-2.822, 2.946, -2.172], [-3.445, 2.683, -3.388], [-2.868, 1.807, -4.289], [-1.648, 1.215, -3.985], [-0.995, 1.478, -2.785], [0.258, 0.902, -2.449], [0.960, 0.740, -3.488], [2.188, 0.145, -3.444], [2.743, -0.513, -2.296], [2.192, -0.572, -1.173], [4.033, -1.170, -2.491], [4.698, -1.138, -3.660], [4.168, -0.459, -4.807], [4.877, -0.422, -6.019], [4.372, 0.227, -7.120], [3.125, 0.861, -7.017], [2.415, 0.840, -5.841], [2.911, 0.175, -4.697], [-2.536, 3.336, 0.462], [-1.331, 4.486, -0.196], [-0.926, 3.370, 1.145], [-3.285, 3.631, -1.477], [-4.389, 3.163, -3.616], [-3.358, 1.585, -5.228], [-1.168, 0.537, -4.678], [4.430, -1.685, -1.623], [5.660, -1.632, -3.759], [5.841, -0.919, -6.069], [4.927, 0.252, -8.049], [2.717, 1.381, -7.876], [1.460, 1.341, -5.771], [2.700, 0.889, 6.427], [1.079, 1.337, 6.691], [0.356, 1.267, 5.539], [1.072, 0.872, 4.351], [2.380, 0.612, 4.714], [3.538, 0.142, 3.930], [4.603, -0.539, 4.548], [5.694, -0.933, 3.805], [5.720, -0.673, 2.440], [4.625, -0.026, 1.900], [3.575, 0.381, 2.612], [0.752, 1.626, 7.679], [-0.701, 1.518, 5.517], [4.551, -0.765, 5.604], [6.515, -1.455, 4.282], [6.549, -0.969, 1.813], [4.582, 0.180, 0.834], [-4.340, -0.431, -1.191], [-3.364, -1.296, -0.399], [-2.260, -0.491, 0.268], [-2.779, 0.390, 1.316], [-2.236, 0.719, 2.508], [-2.754, 2.094, 3.314], [-1.228, -0.074, 3.001], [-1.173, -1.453, 2.965], [-0.107, -2.036, 2.987], [-2.462, -2.225, 2.945], [-3.632, -1.739, 3.516], [-4.790, -2.502, 3.474], [-4.784, -3.746, 2.858], [-3.612, -4.237, 2.298], [-2.452, -3.481, 2.350], [-5.091, -1.050, -1.683], [-3.820, 0.146, -1.959], [-4.878, 0.272, -0.550], [-2.884, -2.010, -1.073], [-3.889, -1.877, 0.364], [-1.732, 0.113, -0.475], [-1.532, -1.171, 0.701], [-3.522, 1.015, 1.043], [-0.303, 0.388, 3.446], [-3.639, -0.766, 3.994], [-5.700, -2.122, 3.923], [-5.692, -4.335, 2.819], [-3.603, -5.209, 1.821], [-1.522, -3.846, 1.933]], "lowdin_charge": [1.20, -0.10, -0.18, -0.25, -0.03, -0.11, -0.11, -0.03, -0.20, 0.06, 0.06, -0.15, -0.40, -0.30, -0.01, -0.04, -0.19, -0.06, -0.12, -0.11, -0.04, -0.11, 0.06, 0.10, 0.07, 0.10, 0.10, 0.09, 0.10, 0.11, 0.11, 0.10, 0.09, 0.09, 0.09, 0.96, -0.47, -0.26, -0.18, -0.51, -0.31, -0.06, -0.08, -0.08, -0.16, 0.00, 0.05, 0.05, 0.08, 0.10, 0.09, 0.10, -0.09, -0.21, -0.19, 0.04, -0.90, 0.62, -0.01, -0.47, 0.07, -0.15, -0.02, -0.07, -0.09, -0.08, -0.03, 0.07, 0.06, 0.07, 0.12, 0.10, 0.09, 0.09, 0.10, 0.03, 0.10, 0.10, 0.10, 0.10, 0.12], "total_charge": -1}

ii) {"formula": "C37H33CsN5O3S2", "method": "ωB97M-V/def2-TZVPD", "elements": ["Cs", "C", "O", "C", "C", "C", "C", "C", "C", "N", "N", "C", "C", "O", "C", "C", "C", "C", "C", "C", "C", "C", "H", "H", "H", "H", "H", "H", "H", "H", "H", "H", "H", "H", "H", "S", "C", "C", "C", "C", "C", "C", "C", "C", "C", "N", "H", "H", "H", "H", "H", "H", "C", "C", "C", "N", "C", "S", "N", "C", "O", "C", "C", "C", "C", "C", "C", "H", "H", "H", "H", "H", "H", "H", "H", "H", "H", "H", "H", "H", "H"], "xyz": [[2.170, 0.973, -0.267], [0.672, -0.344, -3.766], [0.299, -0.984, -2.556], [0.526, -2.323, -2.455], [0.698, -3.140, -3.564], [0.888, -4.508, -3.409], [0.918, -5.058, -2.138], [0.768, -4.238, -1.028], [0.562, -2.865, -1.156], [0.494, -1.947, -0.078], [0.407, -2.513, 1.037], [0.567, -1.805, 2.201], [0.749, -0.378, 2.293], [0.457, 0.426, 1.376], [1.325, 0.118, 3.534], [1.512, -0.664, 4.613], [1.125, -2.048, 4.614], [1.224, -2.834, 5.777], [0.855, -4.155, 5.774], [0.381, -4.729, 4.583], [0.288, -3.984, 3.429], [0.651, -2.616, 3.410], [1.736, -0.485, -3.977], [0.465, 0.714, -3.621], [0.086, -0.699, -4.618], [0.685, -2.717, -4.560], [1.011, -5.130, -4.287], [1.080, -6.120, -2.009], [0.834, -4.640, -0.028], [1.593, 1.169, 3.545], [1.962, -0.257, 5.514], [1.601, -2.375, 6.685], [0.921, -4.749, 6.678], [0.085, -5.772, 4.572], [-0.078, -4.431, 2.515], [7.149, 3.364, -0.555], [7.032, 2.559, 0.947], [5.858, 1.875, 1.075], [4.956, 1.963, -0.045], [5.515, 2.739, -1.014], [4.973, 3.118, -2.325], [5.715, 3.865, -3.264], [5.157, 4.207, -4.477], [3.856, 3.809, -4.767], [3.194, 3.074, -3.800], [3.714, 2.728, -2.621], [7.848, 2.640, 1.657], [5.639, 1.307, 1.976], [6.726, 4.165, -3.021], [5.729, 4.783, -5.197], [3.376, 4.063, -5.702], [2.171, 2.742, -3.980], [-3.624, -1.797, -0.379], [-3.796, -0.652, 0.622], [-2.579, 0.263, 0.673], [-2.360, 0.950, -0.613], [-2.007, 2.217, -0.834], [-1.375, 2.708, -2.297], [-2.246, 3.144, 0.186], [-3.328, 3.294, 1.038], [-3.255, 4.045, 1.983], [-4.593, 2.559, 0.717], [-5.025, 2.368, -0.590], [-6.248, 1.759, -0.832], [-7.037, 1.333, 0.228], [-6.609, 1.531, 1.536], [-5.395, 2.155, 1.778], [-4.465, -2.492, -0.320], [-2.703, -2.355, -0.177], [-3.580, -1.426, -1.409], [-3.940, -1.061, 1.626], [-4.688, -0.066, 0.376], [-1.681, -0.310, 0.895], [-2.692, 1.001, 1.460], [-2.079, 0.350, -1.374], [-1.554, 3.867, 0.268], [-4.419, 2.707, -1.424], [-6.586, 1.618, -1.852], [-7.988, 0.852, 0.036], [-7.227, 1.209, 2.366], [-5.048, 2.333, 2.788]], "lowdin_charge": [1.16, -0.09, -0.13, -0.23, -0.03, -0.10, -0.11, -0.03, -0.18, 0.04, 0.06, -0.15, -0.45, -0.45, -0.01, -0.03, -0.18, -0.06, -0.12, -0.10, -0.04, -0.11, 0.11, 0.04, 0.09, 0.10, 0.10, 0.09, 0.10, 0.11, 0.11, 0.10, 0.09, 0.09, 0.09, 0.90, -0.50, -0.28, -0.34, -0.54, -0.30, -0.06, -0.09, -0.10, -0.16, 0.06, 0.04, 0.07, 0.07, 0.10, 0.09, 0.09, -0.09, -0.22, -0.15, 0.05, -0.87, 0.62, 0.11, -0.43, 0.10, -0.17, -0.03, -0.08, -0.09, -0.08, -0.03, 0.07, 0.07, 0.07, 0.12, 0.07, 0.10, 0.11, 0.11, 0.14, 0.11, 0.11, 0.10, 0.10, 0.12], "total_charge": -1}

Most stable one: i), least stable one: ii).

i) {"formula": "C9H12N2", "method": "ωB97M-V/def2-TZVPD", "elements": ["C", "C", "C", "C", "C", "C", "C", "C", "N", "C", "N", "H", "H", "H", "H", "H", "H", "H", "H", "H", "H", "H", "H"], "xyz": [[1.558, -0.730, -1.965], [0.406, -1.252, -1.243], [-0.584, -0.206, -0.752], [-1.855, -0.380, -0.195], [-2.457, 0.310, 0.717], [-1.834, 1.104, 1.653], [-0.485, 1.085, 1.878], [0.513, 0.601, 0.966], [1.479, -0.304, 1.529], [0.939, 1.699, 0.170], [1.312, 2.674, -0.300], [1.247, -0.015, -2.807], [2.084, -1.483, -2.510], [2.373, -0.026, -1.498], [0.900, -1.886, -0.520], [-0.123, -1.933, -1.939], [-0.458, 0.637, -1.298], [-2.263, -1.320, -0.576], [-3.441, 0.021, 0.903], [-2.414, 1.508, 2.519], [-0.196, 1.375, 2.892], [2.311, -0.278, 0.914], [0.987, -1.202, 1.461]], "lowdin_charge": [-0.15, -0.27, -0.09, -0.12, -0.13, -0.08, -0.06, -0.37, 0.10, -0.25, 0.17, 0.11, 0.06, 0.11, 0.09, 0.13, 0.08, 0.13, 0.10, 0.12, 0.12, 0.10, 0.09], "smiles": "CC/C=C/C=C\\C=C(\\N)C#N"}

ii) {"formula": "C9H12N2", "method": "ωB97M-V/def2-TZVPD", "elements": ["C", "C", "C", "C", "C", "C", "N", "C", "N", "C", "C", "H", "H", "H", "H", "H", "H", "H", "H", "H", "H", "H", "H"], "xyz": [[3.269, 1.367, -0.452], [2.099, 0.833, -0.619], [0.975, 0.060, -1.068], [0.841, -0.635, -2.326], [-0.147, -0.150, -0.144], [-1.475, -0.341, -0.441], [-2.096, -0.424, 0.748], [-3.544, -0.585, 0.807], [-1.358, -0.303, 1.821], [-0.137, -0.113, 1.259], [0.961, 0.090, 2.233], [3.434, 2.464, -0.519], [4.085, 0.791, -0.072], [1.814, -1.215, -2.201], [0.789, -0.032, -3.225], [0.136, -1.382, -2.276], [-2.121, -0.538, -1.218], [-3.801, -1.560, 0.406], [-3.832, -0.578, 2.009], [-4.111, 0.167, 0.214], [1.863, -0.025, 1.759], [1.001, 1.082, 2.692], [0.825, -0.477, 3.065]], "lowdin_charge": [-0.02, -0.02, -0.24, -0.06, -0.16, -0.02, -0.26, -0.04, 0.13, -0.26, -0.03, 0.07, 0.05, 0.12, 0.09, 0.05, 0.11, 0.07, 0.15, 0.09, 0.03, 0.09, 0.04], "smiles": "C=C=C(C)c1cn(C)nc1C"}

Most stable one: ii), least stable one: i).

i) {"formula": "C3H10O", "method": "ωB97M-V/def2-TZVPD", "elements": ["C", "C", "C", "H", "H", "H", "H", "H", "H", "H", "H", "O", "H", "H"], "xyz": [[0.916, 1.408, -0.753], [-0.312, 0.762, -0.057], [-0.935, -0.375, -0.851], [1.808, 1.035, -0.243], [0.826, 2.501, -0.646], [0.814, 1.261, -1.835], [-1.091, 1.529, 0.074], [-0.093, 0.555, 1.003], [-1.052, -1.272, -0.185], [-1.898, -0.140, -1.280], [-0.314, -0.940, -1.513], [0.854, -2.246, 2.117], [0.418, -1.445, 2.436], [0.059, -2.633, 1.735]], "lowdin_charge": [-0.11, -0.32, -0.13, 0.07, 0.06, 0.07, 0.09, 0.08, 0.06, 0.07, 0.06, -0.06, 0.03, 0.03], "smiles": "CCC.O"}

ii) {"formula": "C3H10O", "method": "ωB97M-V/def2-TZVPD", "elements": ["C", "C", "H", "H", "H", "H", "H", "H", "C", "O", "H", "H", "H", "H"], "xyz": [[0.170, 1.578, 0.865], [1.339, 1.525, -0.137], [0.171, 2.427, 1.538], [-0.775, 1.522, 0.315], [0.105, 0.649, 1.439], [1.374, 0.577, -0.665], [1.176, 2.266, -0.923], [2.235, 1.779, 0.423], [-0.691, -2.026, -0.258], [-2.024, -1.923, -0.717], [0.013, -1.398, -0.821], [-0.194, -3.003, -0.260], [-0.772, -1.667, 0.764], [-2.128, -2.306, -1.563]], "lowdin_charge": [-0.17, -0.16, 0.06, 0.06, 0.05, 0.04, 0.06, 0.06, -0.17, -0.10, 0.06, 0.08, 0.07, 0.05], "smiles": "CC.CO"}

iii) {"formula": "C3H10O", "method": "ωB97M-V/def2-TZVPD", "elements": ["C", "C", "H", "H", "H", "H", "H", "H", "C", "O", "H", "H", "H", "H"], "xyz": [[-0.853, 2.636, 3.131], [-2.354, 2.901, 2.910], [-0.252, 3.568, 3.237], [-0.607, 1.956, 2.342], [-0.520, 2.285, 4.137], [-2.990, 2.547, 3.743], [-2.454, 3.978, 2.979], [-2.650, 2.467, 1.955], [2.250, -3.672, -4.417], [2.017, -3.405, -3.055], [3.161, -4.324, -4.456], [1.505, -4.322, -4.858], [2.481, -2.767, -4.992], [1.267, -3.849, -2.656]], "lowdin_charge": [-0.18, -0.17, 0.07, 0.04, 0.07, 0.07, 0.05, 0.06, -0.18, -0.13, 0.08, 0.07, 0.08, 0.07], "smiles": "CC.CO"}

iv) {"formula": "C3H10O", "method": "ωB97M-V/def2-TZVPD", "elements": ["C", "C", "H", "H", "H", "H", "H", "H", "C", "O", "H", "H", "H", "H"], "xyz": [[-1.803, -0.868, -1.602], [-1.979, -1.430, -0.203], [-1.186, -1.443, -2.297], [-2.697, -0.614, -2.218], [-1.267, 0.095, -1.515], [-2.045, -2.515, -0.239], [-2.790, -0.894, 0.293], [-1.049, -1.269, 0.325], [2.152, 1.495, 1.075], [3.300, 0.936, 1.713], [1.351, 0.795, 1.249], [2.289, 1.587, -0.013], [1.879, 2.505, 1.347], [3.846, 1.618, 2.086]], "lowdin_charge": [-0.19, -0.17, 0.06, 0.07, 0.06, 0.06, 0.07, 0.05, -0.16, -0.11, 0.07, 0.07, 0.07, 0.06], "smiles": "CC.CO"}

Most stable one: i), least stable one: iii).

i) {"formula": "C6H15N", "method": "ωB97M-V/def2-TZVPD", "elements": ["C", "C", "N", "C", "C", "C", "C", "H", "H", "H", "H", "H", "H", "H", "H", "H", "H", "H", "H", "H", "H", "H"], "xyz": [[0.057, -0.900, 1.471], [-0.610, -1.360, 0.285], [-0.584, -0.562, -0.935], [1.963, 1.357, 0.761], [0.729, 1.244, -0.207], [0.719, 0.050, -1.063], [0.991, 0.349, -2.639], [0.723, -1.502, 2.091], [-0.677, -0.316, 2.147], [-6.492, -1.762, 1.869], [-6.491, -1.978, 2.597], [-1.118, -2.302, 0.332], [-1.061, -0.201, 0.087], [1.931, 2.265, 1.329], [1.875, 0.468, 1.596], [2.922, 1.298, 0.242], [0.660, 2.151, -0.762], [-0.131, 1.248, 0.453], [1.539, -0.557, -0.768], [0.338, 1.059, -2.950], [2.029, 0.563, -2.894], [0.687, -0.613, -3.042]], "mulliken_spin": [0.05, 0.59, 0.25, 0.01, 0.02, -0.09, 0.03, 0.03, 0.09, 0.00, 0.00, 0.02, -0.04, 0.01, 0.00, 0.00, 0.01, 0.00, 0.02, 0.00, 0.00, 0.00], "total_charge": -1, "spin_multiplicity": 2}

ii) {"formula": "C6H15N", "method": "ωB97M-V/def2-TZVPD", "elements": ["C", "N", "C", "C", "C", "C", "C", "H", "H", "H", "H", "H", "H", "H", "H", "H", "H", "H", "H", "H", "H", "H"], "xyz": [[1.090, -0.222, -2.941], [0.607, 0.593, -1.789], [0.440, -0.126, -0.533], [-0.623, 0.527, 0.345], [-1.129, -0.459, 1.403], [-2.070, 0.141, 2.476], [1.785, -0.109, 0.285], [0.944, -1.263, -2.679], [2.107, -0.087, -3.322], [0.350, 0.033, -3.721], [1.258, 1.354, -1.642], [0.080, -1.145, -0.675], [-0.296, 1.388, 0.952], [-1.359, 0.969, -0.362], [-1.855, -1.077, 0.850], [-0.375, -1.140, 1.761], [-3.141, 0.124, 2.194], [-1.921, 1.216, 2.477], [-2.104, -0.413, 3.414], [1.954, 0.955, 0.413], [2.550, -0.712, -0.195], [1.709, -0.547, 1.290]], "mulliken_spin": [1.40, -0.17, -0.97, 0.58, 0.28, -0.15, 2.66, -0.13, -0.60, -0.07, -0.07, -0.36, -0.01, 0.01, 0.28, -0.05, -0.05, -0.03, -0.16, -0.39, -0.46, -0.56], "total_charge": -1, "spin_multiplicity": 2}

Most stable one: ii), least stable one: i).